# 1
Computed, not measured: C24H41CrF3O3P2S as an isolated structure in a non-equilibrium geometry, with the ωB97M-V functional and the def2-TZVPD basis.

Output
HOMO-LUMO gap (spin up / spin down) = 5.807 / 5.228 eV
ΔE to the lowest compared entry with this formula, charge and spin = 359.3 kJ/mol
HOMO (spin up / spin down) = -9.871 / -9.755 eV
calculated total energy = -97668.42303 eV

Structure (ORCA input):
```
! RIJCOSX wB97M-V def2-TZVPD def2/J DEFGRID3
* xyz 1 4
Cr -0.89832 -0.01137 1.47667
S -0.36870 -3.12093 -2.15604
P -4.96279 -0.66967 0.87460
P -5.81160 0.99100 -1.51847
F 2.21750 -3.64356 -1.69897
F 0.97496 -5.42691 -1.98008
F 1.51242 -4.18738 -3.70880
O 0.04128 -1.81642 -2.69282
O -0.55195 -3.13763 -0.69790
O -1.37445 -3.82009 -2.94051
C -5.24624 -2.35152 1.42600
C -6.78795 2.41280 -0.98790
C 1.74671 -0.42585 -0.54081
C 0.42836 1.33221 2.48233
C 0.53674 -0.35598 4.44778
C 0.87557 2.49505 0.20147
C -2.13275 1.70050 -3.06021
C -2.70994 -0.98025 -1.12862
C 0.60693 0.00931 2.99766
C -2.19015 2.35221 -1.70530
C -6.09772 -0.50802 -0.54668
C 0.14860 2.56464 3.27822
C 1.16350 -4.15694 -2.40314
C 1.37851 -2.28647 1.98597
C -3.41867 1.15887 0.12853
C -3.20027 -0.59327 -2.52848
C -6.23444 0.72304 -3.26689
C -2.38242 0.40563 -3.28001
C -3.52544 2.01862 -1.01464
C 1.02094 -0.84037 1.91989
C 1.13394 -0.02624 0.75074
C -3.34652 -0.30357 0.10887
C -5.67468 0.41341 2.12477
C 0.73841 1.30229 1.08771
H 2.29552 0.40645 -0.99744
H -4.60668 -3.03421 0.85119
H -1.61394 -0.83523 -1.10537
H -7.12312 -0.48778 -0.12384
H -6.00037 -1.39768 -1.20146
H -6.77200 0.41455 2.05673
H -6.30752 -2.59075 1.24204
H -5.03516 -2.43556 2.50056
H 1.03244 2.88545 3.84901
H -5.32895 1.44793 2.01500
H 1.13550 -2.71067 2.96420
H -7.84365 2.19732 -1.21015
H 1.41840 -0.01184 5.00285
H -4.00541 2.97112 -0.72913
H 1.85609 2.97748 0.31869
H -1.34528 2.02831 -1.07067
H -2.09530 3.44730 -1.80564
H -3.20291 1.60938 1.10227
H 0.77165 2.20675 -0.85106
H -2.69011 -0.72308 0.94589
H -6.66781 2.61083 0.08600
H 0.46099 -1.43937 4.57441
H 0.97419 -0.72575 -1.26648
H -6.05127 -0.31583 -3.57024
H -1.72846 2.32939 -3.86592
H -0.13457 3.38857 2.61553
H -3.12847 -1.51837 -3.13933
H 0.11084 3.24517 0.42391
H -0.67531 2.40633 3.98362
H -4.28233 -0.39386 -2.49465
H -0.34572 0.09944 4.91373
H -4.16158 1.53753 -1.83497
H 2.41616 -1.28527 -0.43578
H -5.62222 1.38549 -3.89981
H 2.44619 -2.47328 1.79847
H -7.29801 0.95294 -3.42001
H 0.81103 -2.82718 1.21133
H -6.47036 3.30180 -1.55704
H -5.38824 0.06237 3.12426
H -2.81313 -2.07293 -1.02245
H -2.00598 0.01110 -4.23993
*
```

Atomic partial charges in e from the Mulliken method, atoms 1 to 8: Cr 0.382; S 1.164; P 0.909; P 0.806; F -0.207; F -0.219; F -0.216; O -0.696

# 2
Computed, not measured: an isolated ion of composition C24H41N2O2 and charge +1, with the ωB97M-V functional and the def2-TZVPD basis.

Output
HOMO-LUMO gap = 9.685 eV
SMILES = CC(C)(C)[C@H]1CC[C@H](OC[C@H](O)CN2CC[NH+](Cc3ccccc3)CC2)CC1
ΔE to the lowest compared entry with this formula, charge and spin = 0.0 kJ/mol
HOMO = -11.717 eV
calculated total energy = -32623.32976 eV

Structure (ORCA input):
```
! RIJCOSX wB97M-V def2-TZVPD def2/J DEFGRID3
* xyz 1 1
O -1.19499 1.15790 1.13977
O -0.51015 -0.27813 -0.90891
N -3.90845 2.15809 1.57387
N -1.71223 3.60836 2.08849
C 2.33245 2.21380 4.66354
C 2.68654 -5.76193 -2.64834
C -2.16816 1.01941 0.10787
C 1.53821 3.15759 5.29220
C 2.69845 -4.41222 -3.37823
C -0.04171 -1.28463 -1.80970
C 2.21176 2.00585 3.29914
C -0.07988 -2.68649 -1.20545
C -2.51912 3.30115 3.28417
C 4.16487 -4.00856 -3.58121
C -1.89295 -0.28749 -0.63969
C -3.58294 1.04578 0.71938
C -3.94869 3.47831 1.01873
C 1.29449 2.73634 2.56584
C 0.52870 -3.69914 -2.17341
C 2.04584 -4.59234 -4.75047
C -2.57455 4.20494 1.04562
C -3.46258 2.13110 2.95329
C 0.61643 3.88686 4.56048
C -0.52361 4.44876 2.38542
C 0.48770 3.67969 3.19277
C 1.98062 -3.34331 -2.51050
C 1.39391 -0.91710 -2.16944
C 1.99079 -1.94147 -3.12982
H 1.41007 -1.94150 -4.05321
H 3.00813 -1.63520 -3.36720
H 2.53514 -3.29080 -1.56511
H 1.98233 -0.88049 -1.25015
H 2.58201 -5.35570 -5.30913
H 1.68977 -6.19306 -2.62073
H -4.33462 2.18941 3.61709
H 3.04981 -5.65422 -1.62866
H -3.07660 4.19701 3.56616
H -4.31624 3.42759 -0.00578
H -2.47840 -0.33258 -1.56622
H 1.63697 3.32991 6.35237
H -0.08560 4.75592 1.43245
H -0.39813 0.71166 0.80860
H 4.71114 -4.82377 -4.04904
H -1.37111 2.66910 1.73516
H 4.64052 -3.78582 -2.62860
H -3.72650 0.13517 1.30356
H -4.67133 4.05934 1.60051
H -1.10952 -2.97540 -0.98221
H 1.01151 -4.91229 -4.65777
H -0.06845 -3.71597 -3.08646
H 0.00825 4.63152 5.05369
H 2.83912 1.28048 2.80509
H -1.85419 3.02603 4.10351
H -2.16573 -1.14268 -0.00627
H 0.48313 -2.68143 -0.26886
H -2.95545 1.18525 3.14421
H 4.25538 -3.14055 -4.22816
H -2.71949 5.26386 1.27154
H 3.33353 -6.46676 -3.16457
H 1.21991 2.58771 1.49815
H -0.85460 5.34082 2.92288
H 0.47385 -4.68432 -1.71341
H -2.04309 1.85010 -0.60390
H 1.40991 0.07750 -2.61909
H -0.66970 -1.25894 -2.71376
H -4.30112 1.03058 -0.10463
H 3.05140 1.64746 5.23418
H 2.07847 -3.67242 -5.32791
H -2.06119 4.12634 0.08629
*
```

Atomic partial charges in e from the Mulliken method, atoms 1 to 8: O -0.548; O -0.302; N 0.204; N 0.485; C -0.491; C -1.933; C 1.142; C -0.662

# 3
Computed, not measured: a 5-piece molecular cluster, C24H41N3O11 overall in a non-equilibrium geometry, with the ωB97M-V functional and the def2-TZVPD basis.

Output
HOMO-LUMO gap = 7.663 eV
SMILES = O=C1C=C(O)C(=O)C=C1O.O=C1C=C(O)C(=O)C=C1O.COC[C@H](C)N.COC[C@H](C)N.COC[C@H](C)N
ΔE to the lowest compared entry with this formula, charge and spin = 0.0 kJ/mol
HOMO = -9.181 eV
calculated total energy = -52541.31145 eV

Structure (ORCA input):
```
! RIJCOSX wB97M-V def2-TZVPD def2/J DEFGRID3
* xyz 0 1
O 9.50637 13.96110 15.03103
O 12.71245 11.50532 15.34854
O 14.78871 13.07399 15.35244
O 7.92399 22.76994 11.93191
O 8.77868 19.18191 10.30036
O 10.69786 21.06191 5.60575
O 16.55401 10.71271 11.84378
O 11.94519 14.99846 11.44987
O 14.31137 9.17155 11.61641
O 8.64963 22.26698 6.76321
O 10.74212 17.85870 8.88940
N 10.46409 17.22451 11.70756
N 8.08043 16.88446 13.57253
N 6.81310 20.13807 14.07234
C 14.73469 12.20931 14.36798
C 13.35229 10.30505 13.42703
C 11.89830 17.27664 11.62385
C 7.22453 21.64062 12.47272
C 8.67046 16.10904 14.61306
C 10.62567 19.35096 7.12652
C 12.35935 18.54591 12.38684
C 7.99571 16.41077 15.91938
C 9.11607 21.35176 7.40300
C 9.52459 12.53585 14.79744
C 14.42331 10.08515 12.58634
C 12.54324 13.73665 11.40178
C 13.48220 11.30297 14.43374
C 10.17699 20.51556 6.67341
C 9.26183 20.65601 13.58440
C 12.67004 16.05859 12.12566
C 7.79700 21.17405 13.76951
C 7.36674 23.92717 12.59601
C 15.63822 10.95370 12.54803
C 8.76576 20.95635 8.69933
C 9.20081 19.71041 9.14945
C 8.65026 14.65634 14.15277
C 15.59028 12.13953 13.36681
C 10.26050 18.89096 8.39879
H 7.81862 21.96669 14.53254
H 7.66806 14.24045 14.24232
H 6.95861 16.20204 15.84090
H 8.02147 21.47301 9.27769
H 7.13635 19.49702 14.75325
H 7.83475 24.83378 12.20055
H 7.41485 23.78332 13.70353
H 10.09194 21.82496 5.45481
H 8.95289 14.69502 13.09042
H 15.16615 9.19281 11.09097
H 9.74546 16.39385 14.83523
H 8.12163 17.90447 13.65419
H 11.86468 18.43360 13.38061
H 9.84972 21.30206 12.93696
H 8.52572 12.04495 14.87463
H 12.18479 17.46581 10.59970
H 13.54758 13.72648 10.97126
H 9.78444 20.65024 14.52812
H 11.94084 13.20372 10.62348
H 10.22636 12.12173 15.51418
H 9.84446 12.34889 13.76733
H 12.61448 16.01739 13.19946
H 9.40390 18.51306 10.75308
H 6.21350 21.96632 12.62067
H 12.47836 13.29296 12.42258
H 16.54166 12.63243 13.46314
H 7.31181 20.91984 11.67779
H 13.45229 18.67668 12.49578
H 9.23606 19.67105 13.11285
H 11.45501 18.84746 6.68353
H 6.78136 19.49589 13.31090
H 13.93258 13.13457 15.81670
H 12.49891 9.63422 13.54567
H 10.27365 17.28709 12.70939
H 7.13665 16.56608 13.43089
H 11.86064 19.41574 12.04442
H 6.26883 24.00663 12.34370
H 8.04358 17.50552 16.10532
H 8.50135 16.02023 16.81744
H 13.76264 16.09486 11.87763
H 10.07836 16.46101 11.20671
*
```

Atomic partial charges in e from the Mulliken method, atoms 1 to 8: O -0.317; O -0.640; O -0.559; O -0.328; O -0.410; O -0.546; O -0.576; O -0.214